{"formula": "C2H5NO3", "method": "ωB97M-V with the def2-TZVPD basis set", "homo_lumo_gap_ev": 10.8, "de_lowest_kj_mol": 404.7, "multiplicity": 1, "smiles": "CC=O.O=NO", "largest_force_ev_per_a": 3.02, "species": ["C", "C", "O", "H", "H", "H", "H", "O", "N", "O", "H"], "coordinates": [[-1.612725, 0.578116, 0.175003], [-0.875594, -0.424920, -0.485092], [-0.325221, -1.307596, 0.093331], [-1.929900, 0.279745, 1.160577], [-2.384868, 0.846453, -0.433638], [-0.892363, 1.326197, 0.134870], [-0.715231, -0.352401, -1.524500], [2.840376, 1.133195, 0.046150], [1.952801, 0.339061, 0.050117], [2.372062, -0.903181, 0.275998], [1.570668, -1.514671, 0.507184]], "atomic_forces_ev_per_a": [[-0.546, -0.488, 1.448], [0.674, -1.424, 0.017], [0.878, -2.093, 1.057], [0.114, 0.163, 0.329], [-2.411, 1.120, -1.431], [1.108, 2.144, 0.554], [0.024, 0.368, -1.887], [-0.498, -0.999, -0.154], [-0.314, 1.525, 0.078], [-0.262, -2.239, 1.034], [1.233, 1.922, -1.046]], "mulliken_charge": [-1.04, 0.22, -0.57, 0.30, 0.36, 0.30, 0.44, -0.43, 0.34, -0.36, 0.46]}